# 1
ORCA calculation (ωB97M-V/def2-TZVPD) on one molecule with the formula C3H7NS2.

XYZ file:
```
13
Properties=species:S:1:pos:R:3:forces:R:3:lowdin_charge:R:1
C 3.2279 -0.9161 -0.2122 -1.96 -1.94 3.33 -0.1226
C 1.7093 -0.4439 0.5013 1.28 -2.60 -2.37 -0.5306
C -1.3454 -0.1244 -0.4593 -1.14 -2.99 -3.65 -0.8047
H 3.3731 -1.3452 -1.3330 -1.28 0.66 2.98 0.1041
H 3.8433 -0.0452 -0.1638 0.73 0.37 0.37 -0.0043
H 3.4197 -1.6830 0.7798 0.55 1.74 -3.50 0.1179
H 1.5786 -0.0890 1.5879 1.25 -2.28 -1.02 0.0803
H 0.8406 -1.1976 0.0918 3.17 1.11 1.75 0.1104
H -0.8386 0.7665 1.0187 -0.17 0.56 2.00 0.0593
H -0.8140 -0.5198 -1.4417 -1.87 0.68 1.22 0.1163
N -0.3733 0.3109 0.2795 -3.15 3.09 2.04 -0.5411
S 1.0378 1.0347 -0.1381 0.84 1.24 -2.36 0.8659
S -2.9342 -0.3569 0.0460 1.76 0.35 -0.80 0.5490
```
Forces are in eV/Å.

Results
Orbital gap   0.3281 hartree
Total charge   0
Spin multiplicity   1
Relative energy (zero: lowest compared OMol25 entry of this formula, charge and spin)   427.96 kJ/mol
LUMO level   0.2 eV
Electronic energy   -26380.7399 eV

---

# 2
ORCA calculation (ωB97M-V/def2-TZVPD) on C44H35ClF10N4O3PV as an isolated structure.

XYZ file:
```
99
Properties=species:S:1:pos:R:3:forces:R:3:lowdin_charge:R:1
V -0.8683 -1.2355 -1.0794 -0.10 0.25 -0.60 0.8543
C -1.5625 -0.4964 -4.3787 0.05 0.07 0.05 -0.0929
N -1.7724 -1.5606 -3.3961 -0.02 -0.09 0.24 -0.2475
C -3.2313 -1.7441 -3.1917 -0.01 0.01 -0.08 -0.1742
C -3.6230 -2.0494 -1.7471 0.04 -0.05 -0.03 -0.2112
N -2.8885 -1.1063 -0.9506 -0.21 0.14 0.30 -0.0983
C -3.4550 -0.3828 0.0316 -0.02 -0.02 -0.09 -0.1897
C -4.6089 -0.6496 0.7859 -0.04 0.01 0.10 -0.1320
F -5.2848 -1.8056 0.6117 0.01 0.00 0.00 0.0796
C -5.0797 0.2220 1.7545 0.01 -0.03 -0.06 -0.1521
F -6.1745 -0.1061 2.4595 0.01 0.02 0.00 0.0986
C -4.4386 1.4168 2.0193 0.04 0.02 0.02 -0.1624
F -4.9161 2.2669 2.9481 0.02 -0.02 0.00 0.0895
C -3.2924 1.7214 1.2976 -0.04 0.01 0.03 -0.1520
F -2.6796 2.9003 1.4734 -0.01 -0.02 0.04 0.1108
C -2.8251 0.8335 0.3633 -0.03 0.09 0.01 -0.1418
F -1.7354 1.1781 -0.3710 0.02 -0.03 0.05 0.0453
C -1.1329 -2.8004 -3.8577 -0.03 -0.03 -0.15 -0.2043
C -0.9082 -3.7887 -2.7297 -0.01 0.01 -0.08 -0.2381
N -0.1641 -3.0954 -1.7014 0.06 -0.10 0.31 -0.0834
C 0.3760 -3.8236 -0.6794 0.11 0.06 -0.19 -0.2024
C -0.0268 -5.0690 -0.1822 -0.05 -0.06 0.08 -0.1404
F -1.0727 -5.7185 -0.7339 0.01 0.01 0.02 0.0836
C 0.5531 -5.6569 0.9296 0.01 0.00 -0.03 -0.1475
F 0.0861 -6.8321 1.3763 0.01 0.02 0.00 0.1043
C 1.5849 -5.0362 1.6045 -0.01 0.05 -0.02 -0.1529
F 2.1350 -5.5938 2.6970 0.00 -0.01 -0.01 0.0938
C 2.0446 -3.8215 1.1218 0.00 -0.04 0.00 -0.1469
F 3.0718 -3.2032 1.7302 -0.02 -0.02 0.01 0.0989
C 1.4704 -3.2652 0.0033 0.13 0.00 0.09 -0.1649
F 1.9971 -2.1109 -0.4621 -0.03 -0.04 -0.01 0.0552
H -2.0801 -0.7104 -5.3262 0.02 -0.01 0.00 0.0897
H -0.4981 -0.3744 -4.5737 -0.01 0.01 0.00 0.0605
H -1.9469 0.4419 -3.9784 -0.01 0.00 -0.01 0.0890
H -3.6099 -2.4985 -3.8965 -0.01 -0.01 0.03 0.1195
H -3.7058 -0.7936 -3.4411 0.00 -0.01 -0.01 0.1133
H -3.3983 -3.0877 -1.4739 0.01 0.02 0.01 0.1092
H -4.7072 -1.9310 -1.6635 0.01 0.00 -0.02 0.1153
H -0.1652 -2.5297 -4.2843 0.02 0.00 0.04 0.0983
H -1.7280 -3.2598 -4.6636 0.02 0.01 0.01 0.1193
H -0.3442 -4.6412 -3.1351 -0.01 0.01 0.01 0.1234
H -1.8702 -4.1938 -2.3950 0.01 0.03 0.02 0.0979
N 1.7409 -0.6227 -3.4045 0.09 0.04 0.02 0.0983
C 2.9955 -0.1147 -3.0872 0.13 0.05 0.06 -0.3247
C 4.1020 -0.4753 -3.8660 -0.06 0.04 0.03 -0.0443
C 5.3470 0.0602 -3.6120 0.07 0.03 0.01 -0.0995
C 5.5280 0.9717 -2.5756 -0.01 -0.04 -0.06 -0.1011
C 4.4406 1.3190 -1.7955 -0.05 0.00 0.04 -0.0902
C 3.1692 0.7893 -2.0232 0.02 0.04 -0.12 -0.3082
P 1.7388 1.1852 -0.9417 0.06 -0.11 -0.05 1.1367
C 2.6207 1.5056 0.6303 -0.04 -0.12 0.06 -0.3677
C 2.9563 2.7720 1.0975 0.10 0.04 0.03 -0.1068
C 3.6680 2.9181 2.2832 -0.06 0.01 -0.03 -0.0895
C 4.0416 1.8015 3.0138 -0.01 -0.02 0.03 -0.0888
C 3.7010 0.5334 2.5585 0.01 0.02 0.01 -0.0723
C 2.9921 0.3853 1.3776 -0.03 0.05 0.05 -0.0920
C 1.2842 2.8789 -1.4457 -0.06 0.04 -0.03 -0.3694
C 1.8308 3.5487 -2.5351 0.00 -0.02 -0.01 -0.0806
C 1.3899 4.8242 -2.8680 -0.01 0.00 0.00 -0.0924
C 0.4086 5.4436 -2.1096 0.00 0.02 0.00 -0.0974
C -0.1418 4.7820 -1.0181 -0.01 -0.01 0.00 -0.0741
C 0.2839 3.5043 -0.6965 0.02 0.04 -0.05 -0.1121
H 1.1026 -0.5532 -2.6196 -0.13 -0.10 -0.10 -0.0073
H 1.7617 -1.5735 -3.7438 0.02 -0.03 0.04 0.0831
H 3.9632 -1.1812 -4.6767 0.00 0.00 -0.01 0.1063
H 6.1883 -0.2374 -4.2262 0.01 0.00 0.00 0.0974
H 6.5046 1.3909 -2.3740 0.00 0.00 0.01 0.0941
H 4.5743 2.0078 -0.9694 0.02 0.00 -0.01 0.1029
H 2.6722 3.6512 0.5326 0.01 0.00 0.01 0.1036
H 3.9210 3.9103 2.6357 0.00 0.00 0.01 0.1017
H 4.5873 1.9179 3.9418 0.00 0.00 0.00 0.0980
H 3.9779 -0.3450 3.1281 0.00 0.00 0.00 0.1038
H 2.7180 -0.6035 1.0363 -0.02 -0.01 -0.02 0.0836
H 2.6041 3.0746 -3.1270 0.00 -0.01 0.01 0.0993
H 1.8199 5.3332 -3.7219 0.00 0.01 0.00 0.0971
H 0.0693 6.4390 -2.3679 0.00 0.00 0.00 0.0961
H -0.9113 5.2538 -0.4204 -0.01 0.01 0.00 0.1059
H -0.1628 2.9872 0.1443 -0.02 -0.01 0.02 0.0887
C -3.1695 0.6187 5.4333 -0.06 -0.01 0.01 -0.0280
C -2.0858 1.3394 4.6883 0.02 0.03 -0.03 -0.2027
C -1.9033 2.7066 4.8096 -0.02 -0.01 0.00 -0.0754
C -0.8929 3.3423 4.1065 -0.01 0.06 -0.02 -0.6702
Cl -0.6919 5.0735 4.2709 0.00 -0.03 0.00 0.6203
C -0.0707 2.6401 3.2535 0.02 -0.03 -0.03 -0.1082
C -0.2443 1.2688 3.1065 -0.06 0.00 0.04 0.0096
C -1.2295 0.6208 3.8422 0.03 -0.12 -0.04 -0.2249
O -1.4584 -0.7217 3.8155 0.07 0.08 0.04 -0.0183
C -0.5087 -1.5869 3.1885 -0.14 0.05 0.00 -0.0702
C -0.8635 -1.7948 1.7132 0.11 -0.18 -0.02 -0.6046
O -1.6123 -2.7182 1.4149 0.01 -0.02 0.04 0.0577
O -0.3216 -0.9692 0.8850 -0.02 -0.08 -0.03 -0.1626
H -3.8066 1.3256 5.9635 0.01 0.01 0.01 0.0782
H -2.7492 -0.0872 6.1525 0.01 0.00 -0.01 0.0853
H -3.7897 0.0362 4.7502 0.00 0.01 -0.01 0.0806
H -2.5592 3.2829 5.4493 0.00 0.00 0.01 0.1100
H 0.6920 3.1513 2.6839 0.04 0.02 -0.01 0.0880
H 0.3576 0.7276 2.3905 0.01 -0.03 0.01 0.0888
H -0.6094 -2.5437 3.6965 -0.01 0.02 0.01 0.1307
H 0.5051 -1.2029 3.3161 0.03 0.05 -0.03 0.1233
```
Forces are in eV/Å.

Results
Orbital gap (alpha / beta)   0.2316 / 0.2573 hartree
⟨S²⟩   3.76
Total charge   -1
Spin multiplicity   4
Relative energy (zero: lowest compared OMol25 entry of this formula, charge and spin)   4.44 kJ/mol
LUMO level (alpha / beta)   2.3 / 2.3 eV
Electronic energy   -132975.3246 eV

---

Q: Among the records above, which one has the highest total charge?
A: C3H7NS2